1.
An isolated ion of composition C5H13BClN2O and charge +1 at a distorted geometry. Source: the OMol25 dataset; level of theory: the ωB97M-V functional and the def2-TZVPD basis.

Its SMILES is CB(O)[C@@H]1C[NH2+]C[C@@H](Cl)N1.

Geometry as ORCA input:
```
! RIJCOSX wB97M-V def2-TZVPD def2/J DEFGRID3
* xyz 1 1
C 3.0046 -0.2648 0.9642
B 1.7785 -0.8501 0.1107
O 2.0127 -1.7407 -0.9681
C 0.2956 -0.3660 0.5283
C -0.8582 -1.1655 -0.1340
N -2.1350 -0.4338 0.1629
C -2.2074 0.9259 -0.4820
C -0.7515 1.3399 -0.8853
Cl -0.7641 3.1153 -1.2390
N 0.1824 1.0829 0.1852
H 2.6504 0.6943 1.3829
H 3.2829 -0.9255 1.7984
H 3.8785 -0.0729 0.3301
H 2.0900 -1.2234 -1.7697
H 0.2026 -0.4712 1.6248
H -0.7174 -1.3457 -1.2038
H -0.9579 -2.1557 0.3342
H -2.1762 -0.2826 1.1703
H -2.9533 -1.0040 -0.0510
H -2.5130 1.6460 0.2898
H -2.9135 0.9608 -1.3169
H -0.4367 0.8738 -1.8249
H 0.0060 1.6631 0.9926
*
```

***

2.
A 2-piece molecular cluster, C2H8NOS overall. Source: the OMol25 dataset; level of theory: the ωB97M-V functional and the def2-TZVPD basis.

The relative energy (zero: lowest compared OMol25 entry of this formula, charge and spin) is 6.6 kcal/mol.

Geometry as ORCA input:
```
! RIJCOSX wB97M-V def2-TZVPD def2/J DEFGRID3
* xyz -1 1
C 1.5463 1.8501 0.3399
S 0.9441 1.2691 -1.2952
H 2.1482 2.7589 0.2423
H 0.6997 2.0308 1.0029
H 2.1511 1.0918 0.8415
N -1.8664 -0.4986 -0.0466
C -0.8199 -1.4304 0.2858
O -0.1125 -1.9231 -0.8361
H -1.4233 0.2974 -0.5101
H -2.4478 -0.9348 -0.7582
H -0.1478 -0.9189 0.9761
H -1.2862 -2.3056 0.7732
H 0.6148 -1.2866 -1.0158
*
```

***

Ordered gap between HOMO and LUMO results: 9.5; 6.9; unit eV.
Ordered lowest unoccupied orbital energy results: -0.133; 0.156; unit Ha.